Record 1
DFT (the ωB97M-V functional and the def2-TZVPD basis) results for a 3-piece molecular cluster, C22H46Cl2N3O6S overall in a non-equilibrium geometry.

Results
* gap between HOMO and LUMO: 7.04 eV
* highest occupied orbital energy: -10.77 eV
* calculated total energy: -2799.65038 Eh

Geometry as ORCA input:
```
! RIJCOSX wB97M-V def2-TZVPD def2/J DEFGRID3
* xyz 1 1
O -2.843 -2.231 3.287
H -3.812 -0.357 5.873
H -6.853 -3.914 4.091
H 2.654 -1.677 -4.933
H 1.751 -0.132 -4.965
C 3.871 3.108 -1.278
O 0.268 -0.508 -2.839
O -5.293 -0.968 4.649
C 2.520 3.268 -2.180
C -2.894 -1.049 4.080
H 4.070 4.010 -0.622
H 2.174 -1.147 -2.669
Cl 7.179 0.017 0.400
H -3.894 -2.099 5.707
H -0.064 4.274 -1.761
C -5.833 -2.028 3.862
H -1.374 -1.599 1.974
H -6.764 -1.632 3.445
H -4.205 -5.367 6.258
H 1.679 6.474 1.264
N 0.858 5.913 0.971
H -1.039 -0.801 -4.444
H -3.069 -1.261 1.474
H -1.642 0.107 -3.072
O -1.166 -3.184 -3.318
C -1.206 -4.279 -2.419
H 3.293 1.015 -1.431
O 0.729 -1.828 -5.589
C 1.969 2.019 -0.014
H 0.861 2.277 -1.666
H 2.353 2.449 -2.961
H 0.521 -0.211 -6.867
C -2.402 -1.976 1.969
H -5.185 -2.262 3.016
C 1.299 -1.395 -3.280
H 1.688 -1.474 -7.390
C 3.453 1.728 -0.539
S -0.663 1.440 2.319
C -6.179 -3.272 4.671
C -3.972 -1.164 5.152
C 4.508 0.945 0.360
H 1.341 1.059 -0.105
H -0.736 -5.134 -2.909
C 0.796 2.092 1.879
H -1.913 -0.931 4.557
H -2.775 -1.982 -2.961
H 0.830 5.137 1.644
H -1.552 -1.988 -1.660
C -1.042 -0.764 -3.354
C 0.515 4.044 -0.795
C 1.683 -1.204 -4.742
H 1.047 -2.433 -3.058
H -0.638 -4.051 -1.512
H 2.383 4.237 -2.758
C 0.730 -1.286 -6.897
N 1.739 2.743 1.264
H -2.239 -4.532 -2.167
H -3.099 -0.170 3.456
H 6.102 1.524 -1.213
C -5.158 -4.871 6.073
H -5.923 -5.629 5.881
H 4.425 -0.184 0.175
C 6.009 1.371 -0.096
H 2.371 5.376 -0.426
C -1.701 -1.997 -2.746
H 4.655 2.945 -2.082
H 0.894 6.235 -1.137
H -0.297 3.743 -0.043
C 6.542 2.685 0.658
H -2.438 -2.915 1.412
Cl 4.407 1.252 2.153
H 7.484 3.034 0.101
H 6.856 2.497 1.730
N 1.462 2.928 -1.138
O -5.004 -4.025 4.949
C 1.236 5.430 -0.404
H -0.063 -1.771 -7.466
H -5.417 -4.285 6.961
H 5.815 3.568 0.584
H -6.673 -2.974 5.603
*
```

***

Record 2
DFT (the ωB97M-V functional and the def2-TZVPD basis) results for a 2-piece molecular cluster, C4H13NO overall in a non-equilibrium geometry.

Results
* relative energy (zero: lowest compared OMol25 entry of this formula, charge and spin): 1.862 eV
* SMILES: CCOCC.N
* gap between HOMO and LUMO: 10.64 eV
* highest occupied orbital energy: -9.49 eV
* calculated total energy: -290.12852 Eh

Geometry as ORCA input:
```
! RIJCOSX wB97M-V def2-TZVPD def2/J DEFGRID3
* xyz 0 1
N -5.042 1.117 3.002
H 1.786 -1.897 0.298
H 2.868 -2.974 -1.143
H -0.197 1.902 -1.672
H 3.321 -1.399 -1.516
O 0.747 -0.509 -0.905
C 0.376 1.919 -0.658
H -5.382 2.104 3.151
C 2.412 -2.112 -1.627
H 2.099 -2.320 -2.652
C 1.415 0.728 -0.580
H 2.297 0.914 -1.320
H -4.638 0.812 3.909
H 1.707 0.726 0.465
H -5.961 0.680 2.847
H 0.466 -2.568 -0.832
H -0.265 1.736 0.202
C 1.292 -1.816 -0.667
H 0.698 2.957 -0.302
*
```

***

Record 3
DFT (the ωB97M-V functional and the def2-TZVPD basis) results for a 2-piece molecular cluster, C5H9N3O overall in a non-equilibrium geometry.

Results
* relative energy (zero: lowest compared OMol25 entry of this formula, charge and spin): 6.352 eV
* gap between HOMO and LUMO (alpha / beta): 7.74 / 8.11 eV
* highest occupied orbital energy (alpha / beta): -7.53 / -7.51 eV
* calculated total energy: -435.22429 Eh

Geometry as ORCA input:
```
! RIJCOSX wB97M-V def2-TZVPD def2/J DEFGRID3
* xyz 0 1
C 1.046 -0.825 2.743
H 1.544 -0.828 3.802
O 0.074 1.635 0.400
H 1.775 -0.373 2.097
H -1.702 0.500 0.740
C 1.083 2.082 -0.180
N 0.036 -0.580 -2.952
N -0.712 0.102 -1.126
H -1.335 -1.983 -3.457
C -0.706 0.614 0.165
C -1.188 -1.193 -2.745
H 1.683 1.505 -0.828
N 0.309 0.124 -1.956
H 0.833 -1.854 2.513
H 0.143 -0.263 2.960
H 1.437 2.922 0.372
C -1.748 -0.683 -1.592
H -2.572 -0.900 -0.957
*
```

***

Record 4
DFT (the ωB97M-V functional and the def2-TZVPD basis) results for a 2-piece molecular cluster, C2H2IN overall in a non-equilibrium geometry.

Results
* relative energy (zero: lowest compared OMol25 entry of this formula, charge and spin): 2.984 eV
* <S²>: 2.01
* gap between HOMO and LUMO (alpha / beta): 7.91 / 7.53 eV
* highest occupied orbital energy (alpha / beta): -8.19 / -10.59 eV
* calculated total energy: -429.63485 Eh

Geometry as ORCA input:
```
! RIJCOSX wB97M-V def2-TZVPD def2/J DEFGRID3
* xyz 0 3
H -1.511 -0.030 -0.371
N 1.702 -0.577 -1.260
C -0.436 0.005 -0.035
C 0.807 -0.212 -0.667
H 0.021 1.793 0.528
I -0.582 -0.979 1.806
*
```

***

Record 5
DFT (the ωB97M-V functional and the def2-TZVPD basis) results for one molecule with the formula C7H10 in a non-equilibrium geometry.

Results
* relative energy (zero: lowest compared OMol25 entry of this formula, charge and spin): 6.913 eV
* SMILES: C1[C@@H]2C[C@H]2[C@@H]2C[C@H]12
* gap between HOMO and LUMO: 9.15 eV
* highest occupied orbital energy: -7.91 eV
* calculated total energy: -272.46396 Eh

Geometry as ORCA input:
```
! RIJCOSX wB97M-V def2-TZVPD def2/J DEFGRID3
* xyz 0 1
H -1.884 -1.153 -1.844
C 0.213 -1.022 -0.782
H -1.565 -2.455 -0.704
H 0.026 -0.514 2.146
C -1.177 -1.281 -1.084
C 0.063 1.535 1.258
H 1.879 -0.183 -1.542
C -0.863 -0.380 0.001
H 2.045 0.625 1.086
H 0.203 2.047 2.213
H -1.153 0.559 -0.487
C 1.054 0.755 0.556
C 0.949 0.310 -1.088
H 0.500 0.995 -1.662
C -0.205 0.015 1.343
H -0.740 2.027 0.806
H 0.655 -1.879 -0.217
*
```

***

Record 6
DFT (the ωB97M-V functional and the def2-TZVPD basis) results for a 2-piece molecular cluster, C3H5NO2 overall in a non-equilibrium geometry.

Results
* relative energy (zero: lowest compared OMol25 entry of this formula, charge and spin): 2.217 eV
* SMILES: C1CN1.O=C=O
* gap between HOMO and LUMO: 11.15 eV
* highest occupied orbital energy: -10.28 eV
* calculated total energy: -322.49286 Eh

Geometry as ORCA input:
```
! RIJCOSX wB97M-V def2-TZVPD def2/J DEFGRID3
* xyz 0 1
H 1.742 0.890 0.799
O -0.838 -1.469 -1.312
O -1.832 0.399 -2.246
H -0.266 1.727 -0.004
N -0.150 0.735 -0.163
H -0.308 -1.377 1.130
H 1.572 -0.507 -0.329
C -1.194 -0.371 -1.633
C 0.014 -0.357 1.195
H -0.284 0.158 2.054
C 1.071 0.170 0.343
*
```

***

Record 7
DFT (the ωB97M-V functional and the def2-TZVPD basis) results for a 2-piece molecular cluster, C29H23BClF3O2S overall in a non-equilibrium geometry.

Results
* gap between HOMO and LUMO: 3.54 eV
* highest occupied orbital energy: -6.62 eV
* calculated total energy: -2452.17602 Eh

Geometry as ORCA input:
```
! RIJCOSX wB97M-V def2-TZVPD def2/J DEFGRID3
* xyz 0 1
C -4.453 0.115 -0.893
C -2.020 1.244 3.303
H -0.594 2.619 2.330
H 1.788 0.836 -7.025
H 4.678 -1.483 1.187
S 0.884 0.724 -4.103
C -5.911 0.271 -0.533
C 2.854 -1.678 0.055
C 2.159 1.733 3.430
Cl 5.798 0.429 4.264
H -2.487 -0.631 4.275
O 0.696 0.951 -1.105
H -1.861 1.731 -2.370
C 0.592 -0.191 -5.597
C -0.735 -0.760 2.920
C 1.873 0.451 -0.652
H 3.078 2.204 -0.363
C 3.899 -0.963 0.634
H 2.802 -2.759 0.097
H 1.593 -1.665 3.429
C 2.995 1.142 -0.180
H -2.788 1.909 3.721
H -4.399 -1.870 -0.084
C 0.092 -1.442 -5.288
C -1.722 -0.134 -1.288
H 0.029 1.178 -7.106
H -0.298 -1.524 3.588
H 0.656 -0.379 -7.722
H -0.775 -1.194 1.909
H -1.933 -2.129 -0.457
C 1.823 -0.969 -0.563
C -3.812 -1.060 -0.522
H -2.891 -0.609 2.538
F -6.049 0.123 0.824
C 3.374 -0.715 4.160
O 0.638 -1.446 -0.999
C 1.460 0.508 3.223
H 1.670 2.669 3.147
C 0.785 0.393 -6.948
C -0.804 1.614 2.746
F -6.706 -0.668 -1.131
C -2.392 0.978 -1.780
H 4.783 0.968 0.991
C 0.094 -0.476 -3.145
C 2.107 -0.712 3.587
H -4.314 2.008 -1.907
H -0.089 -2.206 -6.052
C 3.960 0.429 0.522
H -0.518 -2.560 -3.458
C -2.425 -1.192 -0.721
C -3.777 1.128 -1.564
C -2.169 -0.255 3.298
C 4.093 0.488 4.165
H 3.967 2.642 4.234
C 3.430 1.718 4.017
C -0.151 -1.623 -3.873
B -0.085 -0.249 -1.536
C 0.090 0.502 2.797
F -6.419 1.491 -0.874
H 3.837 -1.655 4.450
*
```

***

Record 8
DFT (the ωB97M-V functional and the def2-TZVPD basis) results for a 2-piece molecular cluster, C17H17N7O4 overall in a non-equilibrium geometry.

Results
* relative energy (zero: lowest compared OMol25 entry of this formula, charge and spin): 2.026 eV
* SMILES: O=[N+]([O-])c1cc([N+](=O)[O-])c2nnnn2c1.c1ccc(N=C2CCCCC2)cc1
* gap between HOMO and LUMO: 6.92 eV
* highest occupied orbital energy: -8.81 eV
* calculated total energy: -1341.99622 Eh

Geometry as ORCA input:
```
! RIJCOSX wB97M-V def2-TZVPD def2/J DEFGRID3
* xyz 0 1
H -3.059 0.361 4.535
C 3.109 -1.392 -1.203
H -2.270 -1.670 0.793
C -2.839 -0.677 2.647
H 2.662 1.136 -0.005
C -1.171 -5.243 1.312
N -0.962 -4.103 -0.735
C -3.021 -5.265 -0.259
H 0.886 -1.188 3.654
C 2.257 -0.373 1.478
C -1.041 -0.375 4.248
N -0.401 -3.340 -1.717
H 1.548 0.334 1.926
C -1.952 -1.294 1.768
N -2.418 -3.925 -2.385
C 3.234 0.402 0.578
C 1.472 -1.497 0.801
H 3.708 -2.065 -1.827
C -0.578 -1.397 2.082
O 0.562 -5.149 2.801
H -0.676 -0.032 5.218
H 3.924 0.974 1.211
C -2.376 -0.176 3.873
N 0.296 -1.903 1.117
N -1.278 -3.242 -2.675
C 4.027 -0.496 -0.370
H 2.723 -3.079 0.105
H 4.718 -1.123 0.209
C -0.419 -4.422 0.478
O -1.147 -6.435 3.318
H 1.382 -2.665 -0.981
C -2.233 -4.468 -1.165
H -3.044 -6.262 1.654
H 2.507 -0.778 -1.887
C -2.478 -5.651 0.957
O -4.983 -6.344 0.267
H 4.636 0.126 -1.037
C 2.168 -2.237 -0.347
C -0.155 -1.007 3.375
H 0.597 -4.112 0.676
H 2.821 -0.834 2.309
H -3.889 -0.581 2.367
O -4.931 -5.264 -1.640
N -0.565 -5.640 2.553
N -4.394 -5.636 -0.586
*
```

***

Record 9
DFT (the ωB97M-V functional and the def2-TZVPD basis) results for C28H27F5GaN8O2S3 as an isolated structure.

Results
* relative energy (zero: lowest compared OMol25 entry of this formula, charge and spin): 0.092 eV
* gap between HOMO and LUMO: 6.74 eV
* highest occupied orbital energy: -4.34 eV
* calculated total energy: -5290.60691 Eh

Geometry as ORCA input:
```
! RIJCOSX wB97M-V def2-TZVPD def2/J DEFGRID3
* xyz -1 1
C -1.051 0.032 -2.084
C 4.102 -3.225 3.461
C 3.268 -3.786 1.274
N -0.580 3.892 -0.915
C 1.372 0.547 2.158
C 3.118 2.534 1.858
S -0.827 5.025 1.571
C -0.540 4.967 -0.134
N 0.383 -0.406 2.120
C -0.040 5.658 -2.189
C -1.972 -1.541 -4.210
C -2.993 -2.191 0.153
N -1.735 1.928 1.881
C 3.341 1.465 2.707
H -2.748 1.957 1.789
C -0.269 4.319 -2.184
C -2.777 -0.548 -3.674
H 3.403 -4.264 0.311
C 1.231 -1.067 -2.248
C -0.211 -0.931 -2.668
H 1.562 -2.103 -2.338
S -2.976 -0.714 1.088
C 1.914 -2.519 2.792
O 0.474 -1.214 4.500
H -2.333 -2.160 -5.022
H -3.306 1.167 -0.943
C 2.084 -3.133 1.558
C -3.125 -4.571 -1.367
C -0.694 -1.720 -3.706
H 6.270 -4.253 2.486
Ga -0.906 0.410 0.807
C 1.905 2.546 1.183
F -3.190 -5.696 -2.094
S 0.402 -1.683 3.144
N 1.039 1.563 1.349
N 5.465 -4.538 1.953
O -0.678 -2.540 2.751
H -1.387 2.892 1.671
H -4.230 1.234 -2.452
H 0.963 7.755 -0.459
H 5.669 -4.680 0.978
H 1.596 3.344 0.519
C -2.338 0.238 -2.615
H 3.836 3.332 1.743
F -5.347 -2.330 0.362
C -4.275 -4.002 -0.850
F -0.782 -4.492 -1.611
H -1.534 1.767 2.867
N 2.484 0.459 2.876
C -3.229 1.294 -2.025
F -5.462 -4.583 -1.079
H 4.253 1.404 3.292
H -3.776 -0.390 -4.066
H -0.398 7.439 0.636
H -0.232 3.630 -3.013
C -4.199 -2.839 -0.108
H -0.759 1.789 -1.088
C -1.866 -2.800 -0.374
H 1.867 -0.452 -2.892
H 1.292 -3.098 0.825
H 4.892 -3.267 4.202
C 4.290 -3.840 2.223
C -0.076 7.420 -0.403
H -2.837 2.299 -2.199
H 1.394 -0.727 -1.229
C 2.923 -2.560 3.741
H 0.227 6.346 -2.971
F -0.661 -2.251 -0.175
H -0.044 -2.474 -4.137
H -0.700 8.096 -0.991
N -0.585 0.786 -0.995
H 2.773 -2.056 4.684
C -1.911 -3.959 -1.123
N -0.211 6.068 -0.883
*
```

***

Record 10
DFT (the ωB97M-V functional and the def2-TZVPD basis) results for C39H41ClN4O6PSSiTi as an isolated structure.

Results
* relative energy (zero: lowest compared OMol25 entry of this formula, charge and spin): 1.692 eV
* gap between HOMO and LUMO: 7.99 eV
* highest occupied orbital energy: -11.41 eV
* calculated total energy: -4519.97856 Eh

Geometry as ORCA input:
```
! RIJCOSX wB97M-V def2-TZVPD def2/J DEFGRID3
* xyz 1 1
O -2.193 0.353 -0.796
O -0.382 -0.262 2.758
H -3.427 -2.231 -3.517
H 6.970 0.238 -3.096
H -4.235 -1.655 3.225
O -2.121 -1.584 0.897
C 2.347 1.939 1.594
H -1.578 -4.725 0.509
H -4.651 2.862 3.741
C 3.532 2.170 3.668
H -2.660 -2.170 3.865
H -0.056 1.379 -1.897
H 2.352 2.761 5.356
H 0.925 -3.347 -0.606
Ti -0.719 -0.516 0.916
H 1.881 3.834 0.037
C 2.355 2.543 4.296
C -1.615 3.146 2.247
N -0.742 -2.676 -1.600
H 3.421 -2.909 -1.688
H -4.183 5.233 4.269
C 3.527 1.867 2.314
H -5.038 -3.999 0.780
C -2.106 -0.548 -3.092
C 0.175 -4.867 -1.924
H 0.940 -5.586 -1.668
H 2.349 1.683 0.541
H 4.451 2.103 4.234
H -0.879 -6.143 -3.295
H 4.442 1.561 1.822
C -2.747 -1.899 -2.734
C 1.922 0.574 -2.390
C 1.160 2.336 2.216
H 1.945 5.268 -1.957
C 0.764 0.715 -1.701
H -0.104 5.657 -3.280
C -0.135 5.018 -2.407
C -1.802 -4.402 1.527
H -5.001 -2.316 0.271
H -3.984 -3.327 3.719
C -4.389 -3.214 0.383
C 7.769 -2.300 -3.028
C -3.464 4.655 3.703
H -2.241 4.626 -2.573
C 3.955 -0.862 -2.055
C 1.015 4.796 -1.667
O -0.016 -2.487 3.721
C 6.192 -0.443 -2.783
Si -2.947 -2.943 1.536
H 2.294 -1.464 0.089
C -2.522 0.592 -2.180
H -2.603 -4.415 -3.785
H -0.458 4.953 2.190
H -2.027 1.520 -2.462
C -1.335 4.436 -2.012
C 6.462 -1.807 -2.693
C -1.722 -2.975 -2.463
Cl -3.205 0.935 2.334
H -3.600 0.767 -2.232
C -2.283 5.242 3.263
S 0.605 -1.463 2.954
C -3.733 3.330 3.414
C -1.373 3.624 -0.891
H 0.257 2.894 4.088
C -3.506 -2.467 3.242
C -0.212 3.384 -0.152
C 5.471 -2.696 -2.284
H -2.367 -0.265 -4.114
C 1.940 -0.765 -0.648
O 1.904 -0.999 3.297
P -0.378 2.247 1.262
C 4.935 0.033 -2.455
C -0.838 -5.173 -2.816
H 4.723 1.093 -2.493
N 2.658 -0.377 -1.712
H -2.730 -0.395 -0.491
H -3.369 -1.802 -1.838
N 8.814 -2.694 -3.296
H 2.280 1.037 -3.293
H -1.022 -0.650 -3.060
C -1.375 4.493 2.540
N 0.780 -0.131 -0.610
C -1.800 -4.214 -3.087
C 4.209 -2.223 -1.974
O 0.553 -1.829 1.426
H 5.689 -3.753 -2.224
C 1.171 2.624 3.578
H -0.871 -4.194 2.054
H -2.294 -5.235 2.037
H -2.312 3.180 -0.577
H -4.055 -3.542 -0.604
C 0.981 3.982 -0.541
C -2.808 2.590 2.689
C 0.172 -3.608 -1.342
H -2.073 6.280 3.482
*
```

***

Record 11
DFT (the ωB97M-V functional and the def2-TZVPD basis) results for C5H3O6Tb as an isolated structure in a non-equilibrium geometry.

Results
* relative energy (zero: lowest compared OMol25 entry of this formula, charge and spin): 2.010 eV
* <S²>: 12.71
* gap between HOMO and LUMO (alpha / beta): 5.50 / 5.55 eV
* highest occupied orbital energy (alpha / beta): -16.56 / -16.50 eV
* calculated total energy: -1467.31365 Eh

Geometry as ORCA input:
```
! RIJCOSX wB97M-V def2-TZVPD def2/J DEFGRID3
* xyz 2 7
O -1.304 1.322 2.873
H -1.045 1.962 3.548
O -0.875 1.384 -3.251
C -0.440 0.819 -2.304
O -0.325 -4.297 -0.854
C 1.564 1.754 -0.246
Tb -0.614 1.187 0.746
C 0.907 -0.755 0.864
O 1.720 -1.556 0.816
O 2.632 1.855 -0.659
C -0.861 -3.331 -1.420
C 0.147 -0.179 -1.318
H -2.841 2.081 0.467
O 0.581 -1.002 -2.101
H -1.854 0.712 3.382
*
```